# 1
# C21H27NO3

The molecule C21H27NO3 (the ωB97M-V functional and the def2-TZVPD basis, the OMol25 dataset).

Atoms and positions in Å:
C (-7.25910, -2.21913, 1.02390)
H (-8.22248, -2.27882, 0.52338)
C (-6.28169, -1.38652, 0.20512)
C (-4.91449, -1.29083, 0.89351)
N (-3.93505, -0.45191, 0.22643)
H (-4.30837, 0.48930, 0.13352)
C (-3.50017, -0.92680, -1.07494)
C (-2.19769, -0.22278, -1.46839)
O (-1.91628, -0.54892, -2.80900)
H (-1.06575, -0.16158, -3.04685)
C (-1.05703, -0.65653, -0.53246)
O (0.01834, 0.25975, -0.52395)
C (-0.09907, 1.44013, 0.14533)
C (-1.19308, 1.76995, 0.94193)
C (-1.25466, 2.99345, 1.58479)
C (-0.24307, 3.92464, 1.42783)
C (0.83765, 3.61101, 0.62889)
C (0.94421, 2.37417, -0.00338)
C (2.17032, 2.16285, -0.82102)
O (2.67637, 3.08706, -1.41879)
C (2.79353, 0.78735, -0.82131)
H (3.71701, 0.82981, -1.40249)
H (2.10864, 0.08848, -1.30153)
C (3.09291, 0.29833, 0.60481)
C (3.60358, -1.11291, 0.56026)
C (2.71210, -2.17838, 0.56601)
C (3.16898, -3.48121, 0.48420)
C (4.52705, -3.73542, 0.39252)
C (5.42315, -2.68049, 0.38364)
C (4.96312, -1.37790, 0.46545)
H (5.66632, -0.55716, 0.45871)
H (6.48384, -2.87290, 0.31276)
H (4.88544, -4.75232, 0.32919)
H (2.46521, -4.30112, 0.49310)
H (1.65203, -1.98028, 0.63881)
H (3.83603, 0.95618, 1.06030)
H (2.18095, 0.34374, 1.20228)
H (1.63811, 4.31997, 0.47910)
H (-0.29915, 4.88380, 1.91838)
H (-2.10945, 3.21817, 2.20537)
H (-2.00852, 1.07439, 1.06379)
H (-1.44951, -0.82891, 0.47408)
H (-0.62795, -1.58862, -0.91248)
H (-2.33747, 0.86685, -1.37159)
H (-4.22698, -0.76018, -1.88212)
H (-3.30989, -2.00077, -1.00881)
H (-4.48120, -2.29075, 0.98787)
H (-5.04738, -0.88499, 1.90121)
H (-6.68375, -0.37876, 0.06866)
H (-6.16019, -1.83564, -0.78256)
H (-7.40871, -1.77650, 2.00637)
H (-6.87854, -3.22918, 1.15822)

For the relative energy (zero: lowest compared OMol25 entry of this formula, charge and spin), the calculation gives 68.71 kcal/mol. The calculation puts the LUMO energy at 0.59 eV. Its HOMO energy is -8.8 eV. As for the SMILES: CCCNC[C@H](O)COc1ccccc1C(=O)CCc1ccccc1.


# 2
# C21H27NO4

The molecule C21H27NO4 (the ωB97M-V functional and the def2-TZVPD basis, the OMol25 dataset).

Atoms and positions in Å:
C (-3.88438, -3.07834, -0.93939)
H (-3.45329, -2.65665, -1.84459)
H (-3.25577, -3.89500, -0.59481)
H (-4.85942, -3.49502, -1.18272)
C (-4.04291, -2.00427, 0.13699)
C (-2.74042, -1.31889, 0.50891)
C (-1.53578, -1.83770, 0.24540)
C (-0.21696, -1.26625, 0.50986)
C (0.75726, -1.37283, -0.48611)
C (2.02410, -0.85373, -0.32055)
C (2.36197, -0.22968, 0.87694)
C (1.40925, -0.14831, 1.89030)
C (0.13986, -0.65838, 1.71294)
H (-0.57718, -0.59171, 2.51396)
H (1.66903, 0.31663, 2.83155)
N (3.62640, 0.31659, 1.12291)
C (4.71174, 0.37526, 0.30360)
O (4.75197, -0.04463, -0.83000)
C (5.90514, 1.05346, 0.97326)
C (7.11530, 0.98614, 0.04881)
C (7.48767, -0.45837, -0.19783)
O (7.31207, -1.35977, 0.57676)
O (8.08239, -0.62363, -1.38080)
H (8.28881, -1.55991, -1.52900)
H (7.97401, 1.48616, 0.50126)
H (6.90215, 1.45208, -0.91259)
H (5.65344, 2.09081, 1.20232)
H (6.12923, 0.52747, 1.90366)
H (3.73546, 0.70186, 2.05145)
H (2.75537, -0.93328, -1.10663)
H (0.50618, -1.85504, -1.42025)
H (-1.48712, -2.76251, -0.31487)
C (-2.92728, 0.01775, 1.13179)
O (-2.51944, 0.32507, 2.22841)
C (-3.70526, 1.00410, 0.27345)
C (-4.40495, 0.27908, -0.87105)
C (-5.08800, -0.95703, -0.29536)
H (-5.76023, -1.39742, -1.03282)
H (-5.69414, -0.65437, 0.56183)
H (-3.68707, -0.02643, -1.63270)
H (-5.14186, 0.93505, -1.33626)
C (-2.76751, 2.16308, -0.13365)
C (-1.61249, 1.70826, -1.02224)
H (-1.97218, 1.34168, -1.98065)
H (-0.94675, 2.54682, -1.21482)
H (-1.03602, 0.92300, -0.54005)
C (-3.54853, 3.28633, -0.81207)
H (-4.38099, 3.61145, -0.19215)
H (-2.89704, 4.14008, -0.98368)
H (-3.93747, 2.95976, -1.77354)
H (-2.34219, 2.55088, 0.79925)
H (-4.46913, 1.44152, 0.92938)
H (-4.40704, -2.50122, 1.04623)

For the relative energy (zero: lowest compared OMol25 entry of this formula, charge and spin), the calculation gives 16.46 kcal/mol. The calculation puts the LUMO energy at 0.66 eV. Its HOMO energy is -8.1 eV. As for the SMILES: CC(C)[C@H]1CC[C@@H](C)/C(=C/c2ccc(NC(=O)CCC(=O)O)cc2)C1=O.


# 3
# C21H28Cl3MnO4

A structure of composition C21H28Cl3MnO4 in a non-equilibrium geometry (the ωB97M-V functional and the def2-TZVPD basis, the OMol25 dataset).

Atoms and positions in Å:
O (-0.55713, -0.35077, -2.35658)
C (-0.66237, 0.87385, -3.23154)
C (-0.15925, 0.24130, -4.49541)
H (-0.00493, 1.68669, -2.91583)
H (-1.69756, 1.24244, -3.25463)
C (-0.19903, -1.01307, -3.60553)
H (0.85738, 0.55735, -4.75723)
H (-0.85546, 0.24861, -5.33118)
C (1.17136, -1.64600, -3.59702)
H (1.90976, -0.94065, -3.19055)
H (1.43264, -1.89141, -4.63746)
H (1.15927, -2.57494, -3.02160)
C (-1.31572, -1.92690, -4.07560)
H (-2.25955, -1.37077, -4.08404)
H (-1.39879, -2.80065, -3.42339)
H (-1.08977, -2.26088, -5.09856)
Mn (-0.81043, -1.05563, 1.82710)
C (-2.25412, -1.22296, 3.38492)
C (-1.98004, 0.16308, 3.15332)
C (-2.45137, 0.48541, 1.83560)
H (-1.61029, 0.86246, 3.89186)
C (-2.89341, -0.72858, 1.20453)
C (-2.74443, -1.80096, 2.15868)
H (-3.00872, -2.84379, 1.98758)
H (-2.18365, -1.69856, 4.35996)
H (-2.56838, 1.49883, 1.45240)
H (-3.34424, -0.80923, 0.21472)
C (0.29998, -2.02026, 3.43547)
C (-0.29782, -3.01014, 2.57157)
C (0.20795, -2.81591, 1.23821)
H (-0.95844, -3.81408, 2.90155)
C (1.19101, -1.75393, 1.31190)
C (1.26944, -1.31574, 2.68214)
H (2.03665, -0.66952, 3.10825)
H (0.16188, -1.91296, 4.51204)
H (-0.03154, -3.40134, 0.34747)
H (1.88347, -1.46406, 0.51816)
O (1.98019, 1.21593, -1.84785)
C (1.24698, 0.78916, -0.68775)
C (0.01464, 1.65969, -0.53587)
H (1.87062, 1.05775, 0.18862)
H (1.09171, -0.29491, -0.72168)
C (0.54857, 3.01465, -1.03127)
H (-0.31404, 1.66704, 0.50450)
H (-0.79587, 1.31424, -1.16615)
C (1.84520, 2.68903, -1.79961)
H (0.75619, 3.62717, -0.14293)
H (-0.17163, 3.49707, -1.69574)
H (2.70572, 3.06555, -1.22427)
H (1.87671, 3.11511, -2.82919)
Cl (1.13832, 3.89778, 4.56343)
C (1.68893, 2.22778, 4.29872)
Cl (3.40438, 2.02194, 4.69836)
Cl (0.73292, 1.12511, 5.34233)
C (1.45171, 1.92763, 2.71120)
O (2.23898, 2.43818, 1.90211)
O (0.44543, 1.19776, 2.45181)

For the relative energy (zero: lowest compared OMol25 entry of this formula, charge and spin), the calculation gives 18.70 kcal/mol. As for the spin multiplicity: 5. The calculation puts the LUMO energy (alpha / beta) at -1.62 / -0.81 eV. Its HOMO energy (alpha / beta) is -7.7 / -8.7 eV.


# 4
# C21H28ClFN5O2

The ion C21H28ClFN5O2 with charge +1 in a non-equilibrium geometry (the ωB97M-V functional and the def2-TZVPD basis, the OMol25 dataset).

Atoms and positions in Å:
C (7.47363, 1.03998, 0.35168)
C (5.83386, 0.98232, 0.18426)
Cl (4.90460, 0.97772, 1.80043)
C (5.33816, -0.22456, -0.82892)
C (3.68421, -0.18344, -0.88183)
C (2.93273, 1.11946, -1.59402)
C (1.27071, 1.23897, -1.74163)
F (0.77849, 2.44266, -2.44305)
C (0.26640, 0.05064, -1.17552)
C (-1.40031, 0.10356, -1.30939)
C (-2.14121, 1.39794, -1.98119)
C (-2.06710, 2.77620, -1.03614)
O (-1.62474, 3.96632, -1.53031)
N (-2.53691, 2.79433, 0.40133)
C (-3.32947, 4.03476, 0.74860)
C (-1.43044, 2.50304, 1.39031)
N (-2.21807, -1.09654, -0.77982)
C (-3.75509, -1.13058, -0.91679)
C (-4.50547, -0.37441, 0.35384)
C (-6.14246, -0.44960, 0.30535)
N (-6.83284, -1.57957, -0.42702)
O (-6.87004, 0.51683, 0.93104)
C (-1.54266, -2.30063, -0.09313)
N (-2.33499, -3.48662, 0.49202)
C (0.10124, -2.43723, 0.10144)
C (1.06026, -1.23364, -0.45545)
C (2.68718, -1.35787, -0.30654)
C (3.31081, -2.69940, 0.43486)
C (2.91417, -2.78162, 2.04962)
N (2.47096, -4.02537, 2.48596)
H (8.02171, 1.08353, -0.69893)
H (7.91604, 0.17927, 1.01830)
H (7.74162, 2.06572, 0.88724)
H (5.53294, 1.99926, -0.36337)
H (5.78062, -1.27859, -0.57792)
H (5.73692, 0.08300, -1.90894)
H (3.66137, 1.96736, -1.99847)
H (-1.57738, 1.61170, -3.01115)
H (-3.26709, 1.26671, -2.24997)
H (-2.72901, 5.03244, 0.63060)
H (-3.79872, 3.88021, 1.82542)
H (-4.25961, 4.07546, 0.00670)
H (-0.62242, 3.34353, 1.49130)
H (-0.99530, 1.43162, 1.16366)
H (-1.95629, 2.41786, 2.45864)
H (-4.11313, -0.71293, -1.97663)
H (-4.17799, -2.24706, -0.90000)
H (-4.14717, -0.97524, 1.32143)
H (-4.19913, 0.74657, 0.48907)
H (-6.53351, -1.47801, -1.42747)
H (-6.47411, -2.46519, 0.00355)
H (-1.66205, -4.08847, 1.05585)
H (-2.91546, -3.01969, 1.25253)
H (0.57544, -3.37434, 0.63954)
H (2.87944, -3.67327, -0.10164)
H (4.48955, -2.75424, 0.37606)
H (2.99813, -1.85278, 2.78498)
H (2.21007, -3.97732, 3.51461)

The calculation puts the LUMO energy at -5.14 eV. Its HOMO energy is -11.4 eV. As for the SMILES: [H]/N=C/Cc1c(C[C@H](C)Cl)cc(F)c2c(CC(=O)N(C)C)n(CCC(N)=O)c(=[NH2+])cc12. The total charge is +1.